(A)
Below is 2 unconnected molecules or ions with the total composition C5H7N3, with properties calculated with the ωB97M-V functional and the def2-TZVPD basis.

```
15
Properties=species:S:1:pos:R:3:lowdin_charge:R:1
C -2.08603 -0.22189 0.80745 -0.117
C -1.49127 -0.96959 -0.13716 -0.203
N -0.92353 -0.21422 -1.06517 0.008
N -1.19418 0.98474 -0.73731 -0.053
C -1.96693 1.05550 0.33761 -0.129
H -2.58550 -0.50069 1.72697 0.102
H -1.42344 -2.05149 0.09423 0.116
H -0.87714 1.64641 -1.45382 0.174
H -2.12925 1.97346 0.97510 0.137
C 2.16891 -0.10910 -0.24210 -0.088
C 1.89292 1.22704 0.07493 -0.357
N 1.75175 2.28158 0.45869 0.139
H 1.70996 -0.65849 0.61240 0.110
H 1.73853 -0.32260 -1.21135 0.068
H 3.23628 -0.19073 -0.47478 0.094
```

frontier orbital gap = 10.37 eV
total charge = 0
HOMO level = -9.49 eV
LUMO level = 0.8849 eV
SMILES = c1cn[nH]c1.CC#N
molar mass = 109.1 g/mol

***

(B)
Below is C5H7N3 in the gas phase, with properties calculated with the ωB97M-V functional and the def2-TZVPD basis.

```
15
Properties=species:S:1:pos:R:3:lowdin_charge:R:1
H -2.26043 0.61138 1.55131 0.054
N -1.91874 0.90656 0.62946 0.101
C -0.67300 0.68867 0.51341 -0.258
C 0.14444 1.27191 -0.55371 -0.088
C 0.63320 -0.08846 -0.18266 -0.403
C 1.97865 -0.19849 0.46978 -0.032
N 0.24067 -1.19881 -0.97868 0.172
C -0.93295 -1.44452 -0.76185 -0.323
N -1.94710 -2.02520 -0.49471 0.191
H 0.74573 2.12678 -0.25736 0.122
H -0.31005 1.37847 -1.53536 0.120
H 2.75130 0.07259 -0.26062 0.091
H 2.06747 0.47546 1.32485 0.086
H 2.16974 -1.21956 0.80721 0.083
H -2.68895 -1.35678 -0.27106 0.085
```

frontier orbital gap = 8.87 eV
total charge = 0
HOMO level = -8.51 eV
LUMO level = 0.3602 eV
SMILES = [H]/N=C1/C[C@]1(C)N=C=N
molar mass = 109.1 g/mol

***

(C)
Below is C5H7N3 in the gas phase, with properties calculated with the ωB97M-V functional and the def2-TZVPD basis.

```
15
Properties=species:S:1:pos:R:3:lowdin_charge:R:1
N 0.81676 -3.08091 1.95412 0.155
C 0.32544 -2.24891 1.30350 -0.258
N -0.28641 -1.23757 0.63996 0.096
C 0.36175 -0.15865 0.44280 -0.509
N 1.55686 -0.00520 0.23388 0.116
C 1.90295 1.38932 0.19790 -0.243
C 0.62574 2.14216 0.08797 -0.217
C -0.37927 1.15791 0.59319 -0.119
H -1.35630 -1.16820 0.68751 0.205
H 2.49127 1.72213 1.09000 0.121
H 2.56479 1.54526 -0.75037 0.138
H 0.45534 2.36111 -1.01192 0.131
H 0.67602 3.06945 0.69748 0.118
H -0.45666 1.29478 1.71159 0.141
H -1.36062 1.15499 0.06006 0.124
```

frontier orbital gap = 10.01 eV
total charge = 0
HOMO level = -9.56 eV
LUMO level = 0.4465 eV
SMILES = N#CNC1=NCCC1
molar mass = 109.1 g/mol

***

(D)
Below is C5H7N3 in the gas phase, with properties calculated with the ωB97M-V functional and the def2-TZVPD basis.

```
15
Properties=species:S:1:pos:R:3:lowdin_charge:R:1
C -1.52931 1.00522 0.04630 -0.191
N -2.12859 -0.13366 0.07031 0.049
C -1.47862 -1.33637 -0.01142 -0.221
N -0.23362 -1.67682 -0.11369 0.086
C 0.86140 -0.92062 -0.37706 -0.338
C 1.57059 -0.13263 0.69298 -0.014
C 0.94297 0.50723 -0.48144 -0.243
N -0.18826 1.34900 -0.09427 0.072
H -2.22170 1.85319 0.09403 0.118
H -2.13550 -2.16102 0.19478 0.090
H 1.44751 -1.39181 -1.03178 0.103
H 2.62376 -0.15121 0.74106 0.085
H 0.98231 -0.10947 1.63977 0.136
H 1.59800 0.93546 -1.19482 0.137
H -0.11097 2.36354 -0.17475 0.132
```

frontier orbital gap = 9.31 eV
total charge = 0
HOMO level = -8.60 eV
LUMO level = 0.7156 eV
SMILES = C1=NC=N[C@@H]2C[C@@H]2N1
molar mass = 109.1 g/mol

***

The structure with the greatest stability is (C).

***

(A)
Below is 2 unconnected molecules or ions with the total composition C5H7N3, with properties calculated with the ωB97M-V functional and the def2-TZVPD basis.

```
15
Properties=species:S:1:pos:R:3:lowdin_charge:R:1
C 2.16508 -0.22007 -0.68941 -0.104
C 1.22837 -1.10430 -0.22354 -0.168
N 0.53975 -0.55251 0.81734 0.011
N 0.98946 0.70022 0.91455 -0.050
C 1.98238 0.96053 0.03432 -0.092
H 2.92621 -0.22230 -1.42423 0.080
H 1.16244 -2.12113 -0.66049 0.111
H 0.58675 1.46622 1.37226 0.112
H 2.44858 1.89714 -0.04687 0.098
C -2.56353 -0.62222 0.04518 -0.048
C -1.87627 0.63035 0.02251 -0.307
N -1.39335 1.66447 -0.05075 0.142
H -1.81114 -1.34364 0.10473 0.053
H -3.43670 -0.48141 0.68980 0.106
H -2.94803 -0.65133 -0.90541 0.056
```

frontier orbital gap = 10.20 eV
total charge = 0
HOMO level = -9.17 eV
LUMO level = 1.0218 eV
SMILES = c1cn[nH]c1.CC#N
molar mass = 109.1 g/mol

***

(B)
Below is C5H7N3 in the gas phase, with properties calculated with the ωB97M-V functional and the def2-TZVPD basis.

```
15
Properties=species:S:1:pos:R:3:lowdin_charge:R:1
H 3.07162 -0.65117 0.39835 0.087
N 2.71804 -0.68677 1.46794 0.035
C 1.39277 -0.88287 1.56462 -0.219
N 0.39879 -0.88648 0.45453 -0.136
C -0.88541 -0.27739 0.84580 -0.076
C -1.60605 0.52934 -0.01999 -0.111
C -1.16405 0.82139 -1.41171 -0.244
C 0.20230 0.52557 -1.56548 -0.132
N 0.91426 -0.22080 -0.63792 0.023
H 0.92222 -1.25139 2.54951 0.122
H -1.13085 -0.62292 1.85853 0.100
H -2.51959 0.94907 0.51792 0.121
H -1.30867 2.02930 -1.56530 0.170
H -1.87147 0.13533 -1.99686 0.141
H 0.86608 0.48979 -2.45994 0.119
```

frontier orbital gap = 8.95 eV
total charge = 0
HOMO level = -8.42 eV
LUMO level = 0.5293 eV
SMILES = [H]/N=C\N1C=CCC=N1
molar mass = 109.1 g/mol

***

The structure with the greatest stability is (A).